DFT (wB97M-V/def2-TZVPD) results for 16 unconnected molecules or ions with the total composition C20H72N18O16 at a distorted geometry.

Values from the calculation:
Total energy, eV: -81483.4289
Energy relative to the best compared isomer or geometry (same formula, charge and spin), kJ/mol: 295.6
2S+1: 1

```
126
Properties=species:S:1:pos:R:3:mulliken_charge:R:1
C -3.104 0.323 -4.770 -1.30
C -1.680 0.562 -4.776 -0.37
O -1.060 0.657 -3.541 -0.29
H -3.720 1.174 -4.383 0.14
H -3.375 -0.502 -4.155 0.27
H -3.463 0.147 -5.771 0.48
H -1.603 1.484 -5.304 0.29
H -1.239 -0.209 -5.288 0.50
H -0.122 0.716 -3.601 -0.21
C 3.791 0.499 -0.392 -0.10
C 4.580 1.094 0.716 0.56
O 4.856 2.408 0.399 -0.58
H 4.389 0.455 -1.279 0.45
H 3.047 1.271 -0.539 -0.31
H 3.405 -0.456 -0.115 -0.31
H 5.444 0.443 0.980 0.29
H 3.827 1.213 1.516 -0.43
H 4.685 3.007 1.141 0.35
C -0.321 0.353 4.245 -0.32
C -0.874 1.788 4.334 -0.78
O -0.334 2.465 3.136 -0.43
H -0.449 -0.165 5.140 0.59
H 0.731 0.383 4.079 -0.10
H -0.931 -0.264 3.553 -0.19
H -0.393 2.074 5.253 0.44
H -1.963 1.855 4.373 0.34
H -0.711 3.335 3.112 0.24
C 0.817 -1.867 -3.479 -0.22
C 2.275 -2.471 -3.536 -0.81
O 3.046 -1.687 -2.642 -0.56
H 0.966 -0.875 -3.866 0.13
H 0.567 -1.762 -2.475 -0.29
H 0.161 -2.436 -4.091 0.70
H 2.645 -2.362 -4.561 0.48
H 2.272 -3.599 -3.323 0.33
H 3.945 -2.043 -2.540 0.21
C 0.208 0.389 0.054 -0.39
O 0.467 0.756 -1.238 1.95
N -0.558 -0.575 0.426 2.58
N 0.639 0.926 1.082 2.81
H -0.915 -1.141 -0.293 -0.47
H -0.364 -1.126 1.334 -1.32
H 1.086 1.836 0.827 -0.92
H 0.084 1.107 1.978 -1.14
C -1.606 4.800 0.601 0.39
O -0.896 5.915 0.989 -0.77
N -1.051 3.606 0.511 0.73
N -2.869 4.922 0.250 -0.18
H -1.471 2.759 0.050 -0.56
H -0.103 3.559 0.869 -0.40
H -3.374 5.845 0.295 0.26
H -3.344 4.235 -0.340 0.18
C -2.633 -5.042 3.236 0.67
O -2.793 -6.359 2.980 -0.77
N -3.275 -4.377 4.208 -0.36
N -1.839 -4.331 2.559 0.09
H -4.045 -4.834 4.685 0.24
H -3.045 -3.432 4.366 0.14
H -1.294 -4.702 1.691 0.30
H -1.762 -3.309 2.762 -0.19
C -3.900 0.859 1.377 0.47
O -4.629 -0.324 1.393 -0.76
N -4.507 2.031 1.483 -0.46
N -2.681 0.915 1.115 1.33
H -5.550 2.035 1.739 0.30
H -4.021 2.892 1.945 0.27
H -2.046 0.107 0.820 -0.62
H -2.150 1.749 1.455 -0.38
C -0.982 -4.460 -0.506 0.36
O -2.086 -5.116 -1.051 -0.77
N -0.504 -3.237 -0.694 0.81
N -0.305 -5.139 0.458 -0.45
H -1.099 -2.644 -1.300 0.51
H 0.527 -3.012 -0.655 -0.66
H -0.609 -6.150 0.377 0.28
H 0.634 -4.879 0.759 0.18
C 2.585 1.973 -4.369 0.28
O 2.863 2.876 -5.389 -0.79
N 1.474 1.966 -3.655 -0.09
N 3.279 1.077 -3.903 0.04
H 0.767 2.718 -3.865 0.18
H 1.319 1.483 -2.763 -0.26
H 4.091 0.690 -4.395 0.27
H 2.859 0.307 -3.283 -0.21
C 1.185 -2.040 2.668 -0.37
O -0.163 -2.259 2.459 -0.24
N 1.890 -2.877 3.338 -0.35
N 1.890 -1.057 2.214 0.85
H 1.352 -3.749 3.602 0.44
H 2.855 -2.894 3.642 0.25
H 1.379 -0.304 1.747 -1.27
H 2.790 -0.859 2.617 0.26
C 2.648 -3.870 -0.046 0.28
O 3.339 -4.516 -1.030 -0.77
N 2.414 -4.327 1.167 -0.36
N 2.113 -2.745 -0.288 0.42
H 2.769 -5.233 1.446 0.23
H 2.160 -3.725 1.917 0.55
H 2.287 -2.237 -1.057 -0.48
H 1.853 -2.139 0.574 -0.09
C -3.415 2.650 -1.960 0.52
O -3.305 3.280 -3.139 -0.78
N -4.265 3.010 -1.000 -0.41
N -2.570 1.757 -1.626 1.41
H -4.998 3.712 -1.233 0.31
H -4.250 2.679 -0.010 0.41
H -1.928 1.362 -2.394 -0.69
H -2.717 1.172 -0.775 -0.77
C 1.961 3.727 -0.943 -0.57
O 1.842 3.675 0.484 -0.70
H 2.968 3.302 -1.217 0.40
H 1.948 4.827 -1.180 0.44
H 1.124 3.151 -1.416 -0.17
H 2.663 4.018 0.825 0.28
C 2.829 2.213 3.651 -0.57
O 4.172 2.561 3.822 -0.57
H 2.813 1.104 3.502 -0.04
H 2.352 2.574 2.688 0.18
H 2.346 2.518 4.496 0.53
H 4.187 3.538 3.767 0.37
C -3.112 -1.719 -1.461 -0.46
O -1.864 -1.436 -2.081 -0.81
H -3.468 -0.737 -1.137 0.17
H -2.880 -2.361 -0.680 0.29
H -3.942 -2.262 -1.990 0.26
H -1.989 -0.604 -2.482 -0.24
```